Here is a 10-piece molecular cluster, C36H94N2O24S8 overall at a distorted geometry from the Open Molecules 2025 dataset. Energies are from wB97M-V/def2-TZVPD.

Geometry as XYZ:
```
164
Properties=species:S:1:pos:R:3:forces:R:3:lowdin_charge:R:1
C -2.053974 12.751165 -2.650654 0.1 -0.4 0.5 -0.044
C -2.528172 13.764558 -1.635070 -0.1 0.5 -0.6 -0.252
O -2.267921 13.246590 -0.311035 0.1 -0.1 0.1 -0.273
S -3.153134 13.759605 0.897625 0.5 0.5 0.1 0.546
C -2.729507 15.474041 0.896673 -0.1 -0.1 0.0 -0.112
O -4.533054 13.612593 0.581484 -0.6 0.0 -0.2 -0.263
O -2.634608 13.135384 2.065027 0.2 -0.1 0.1 -0.258
H -0.968220 12.761489 -2.741813 0.0 0.2 -0.1 0.069
H -2.506400 12.924768 -3.622831 0.1 0.0 -0.1 0.089
H -2.307697 11.747231 -2.302585 -0.3 0.0 -0.2 0.058
H -1.986616 14.705175 -1.780800 0.1 -0.1 0.3 0.122
H -3.584919 14.014752 -1.751515 -0.1 -0.4 0.1 0.124
H -1.647637 15.566212 0.937304 0.0 0.0 0.1 0.080
H -3.188144 15.928254 1.770754 -0.1 0.0 0.0 0.080
H -3.118858 15.902180 -0.023756 0.0 0.2 0.1 0.070
C -5.372490 3.153082 -6.510037 0.2 0.1 -0.4 -0.068
C -5.747948 4.427478 -5.786164 0.1 -0.5 0.3 -0.240
O -4.642372 5.362391 -5.767386 0.1 -0.5 -0.1 -0.269
S -4.346514 6.232736 -7.061481 -0.6 1.0 1.4 0.561
C -4.816368 7.790869 -6.364680 0.6 0.1 -0.4 -0.094
O -2.934671 6.207442 -7.226432 0.5 -0.1 -0.5 -0.259
O -5.257245 5.898776 -8.098284 -0.2 -0.4 -0.6 -0.255
H -5.253514 3.311945 -7.582222 -0.2 0.0 0.0 0.079
H -6.127754 2.383876 -6.348681 0.0 0.0 0.0 0.088
H -4.408736 2.794168 -6.146094 -0.1 0.0 0.2 0.058
H -6.642805 4.910949 -6.173569 0.0 0.0 -0.1 0.122
H -5.894777 4.183715 -4.735169 -0.1 0.3 0.0 0.104
H -5.765866 7.681587 -5.852321 -0.1 0.0 0.0 0.081
H -4.866391 8.523844 -7.167185 -0.1 0.0 0.0 0.069
H -4.006272 8.047433 -5.686369 -0.2 0.1 0.2 0.041
C 5.899986 6.612169 -7.538477 0.4 -0.2 -0.2 -0.061
C 4.473682 6.146258 -7.543001 0.1 0.0 0.1 -0.254
O 3.647806 7.275207 -7.935729 0.0 -0.3 -0.4 -0.252
S 2.264924 7.460729 -7.198751 0.3 -0.2 0.6 0.557
C 2.801416 8.059279 -5.622823 -0.4 0.3 -0.2 -0.107
O 1.574495 8.473665 -7.911704 -0.1 0.4 -0.3 -0.249
O 1.646691 6.180966 -6.999455 -0.1 -0.2 -0.1 -0.287
H 6.567897 5.767211 -7.357209 -0.1 0.0 0.2 0.087
H 6.066402 7.381015 -6.786793 0.1 0.0 0.0 0.082
H 6.179087 6.983248 -8.524836 -0.1 0.2 0.1 0.086
H 4.337329 5.338313 -8.261261 -0.2 0.1 0.0 0.109
H 4.154617 5.794316 -6.562173 0.0 -0.1 0.0 0.113
H 3.023889 7.217018 -4.976308 0.1 0.0 0.1 0.078
H 1.956773 8.640990 -5.255298 0.0 -0.1 0.2 0.047
H 3.647789 8.726040 -5.757299 0.0 0.0 0.0 0.066
C -1.003700 3.261759 -6.628162 0.1 -0.2 0.3 -0.067
C -0.613661 3.775426 -7.987859 0.0 -0.3 -0.1 -0.229
O 0.402191 2.837757 -8.474988 -0.1 -0.1 0.0 -0.255
S 0.839022 2.962545 -9.989279 0.2 0.1 0.5 0.548
C 2.087638 4.206949 -9.878767 0.0 -0.2 -0.3 -0.117
O 1.457760 1.730007 -10.330299 0.2 -0.4 0.0 -0.267
O -0.262220 3.442244 -10.750774 -0.4 0.3 -0.4 -0.268
H -1.292861 2.210885 -6.673711 0.1 0.0 -0.1 0.081
H -1.849582 3.794579 -6.192539 0.1 0.3 -0.2 0.060
H -0.143025 3.349028 -5.962399 -0.1 -0.1 0.1 0.080
H -1.441986 3.762105 -8.690534 0.0 0.1 0.0 0.116
H -0.149931 4.760958 -7.949172 -0.2 0.1 0.1 0.097
H 2.301810 4.535291 -10.894320 0.0 0.1 0.0 0.080
H 2.969375 3.730070 -9.459180 0.0 0.0 0.1 0.067
H 1.727625 5.019692 -9.254800 0.0 0.1 0.0 0.044
C -4.078696 11.678936 -7.962244 0.0 0.1 0.1 -0.057
C -2.740055 11.602929 -7.265919 -0.1 0.7 -0.3 -0.243
O -1.884133 12.585474 -7.929229 -0.1 -0.1 0.0 -0.257
S -0.413737 12.750018 -7.378748 -0.7 -0.7 0.1 0.542
C 0.315951 11.254242 -7.945863 0.3 0.2 0.5 -0.125
O 0.145104 13.835414 -8.087971 0.4 0.8 -0.5 -0.256
O -0.463340 12.795377 -5.942789 0.2 -0.2 0.1 -0.296
H -4.064616 11.177538 -8.928443 -0.1 -0.1 0.0 0.083
H -4.351384 12.720338 -8.132871 0.1 0.0 0.1 0.085
H -4.844325 11.255505 -7.311761 0.0 -0.2 -0.1 0.077
H -2.817848 11.917579 -6.230407 0.0 -0.3 0.2 0.099
H -2.283743 10.618539 -7.355015 0.0 -0.1 0.2 0.110
H 1.379670 11.369673 -7.742509 0.0 -0.2 -0.1 0.076
H 0.129174 11.168647 -9.010399 0.0 0.0 0.0 0.089
H -0.072289 10.416888 -7.375007 0.0 -0.1 -0.1 0.033
C -4.631269 9.575750 -1.764503 0.7 -0.7 0.1 -0.053
C -4.937762 10.752439 -0.883484 0.0 -0.1 0.0 -0.261
O -6.196806 11.379089 -1.217111 0.1 0.2 -0.2 -0.244
S -7.493554 10.853578 -0.481523 0.7 -0.3 0.3 0.563
C -7.196337 11.361724 1.192247 -0.6 1.1 0.0 -0.107
O -8.559590 11.593319 -1.046915 -0.5 0.3 -0.2 -0.258
O -7.490786 9.424242 -0.512757 -0.1 -0.3 0.0 -0.280
H -4.450933 9.824500 -2.808229 -0.3 0.2 0.0 0.071
H -5.358854 8.773445 -1.656357 -0.3 0.2 -0.2 0.078
H -3.691730 9.122182 -1.418737 0.0 0.2 0.0 0.056
H -4.941535 10.457482 0.168698 -0.1 0.0 0.0 0.102
H -4.189894 11.532353 -0.994405 -0.1 0.1 0.0 0.089
H -7.230352 10.518856 1.869435 0.3 -0.1 0.0 0.073
H -7.986814 12.073779 1.441987 -0.2 -0.3 0.0 0.074
H -6.312333 11.997624 1.213205 0.3 -0.5 0.2 0.046
C -1.279013 5.241184 -3.738833 -0.4 -0.1 0.6 -0.050
C -0.990247 6.416102 -4.634299 -0.4 -0.8 -0.3 -0.227
O -1.909478 7.465411 -4.191783 0.1 0.5 -0.6 -0.253
S -1.407845 8.960971 -4.369043 0.6 -0.8 1.7 0.554
C -0.692424 9.149111 -2.767044 0.3 0.7 -0.1 -0.103
O -0.387259 8.993329 -5.364432 0.1 0.3 -0.6 -0.272
O -2.536870 9.824092 -4.421442 -0.6 0.0 -0.5 -0.266
H -2.337060 4.965131 -3.737886 0.0 0.2 -0.3 0.067
H -1.072527 5.499482 -2.695307 0.3 -0.1 -0.1 0.075
H -0.730364 4.346054 -4.020282 0.2 0.1 0.0 0.063
H 0.058680 6.705887 -4.592036 -0.1 0.3 0.2 0.107
H -1.225250 6.204632 -5.675076 0.0 0.0 0.0 0.093
H -0.405692 10.197989 -2.662913 0.0 0.0 0.0 0.061
H 0.207938 8.547887 -2.674983 -0.1 -0.2 -0.1 0.067
H -1.437579 8.890185 -2.018132 0.0 -0.1 0.0 0.049
C 1.560648 11.841358 -0.180476 0.3 0.1 0.4 -0.050
C 2.102751 12.460987 -1.447040 -0.2 0.1 0.1 -0.252
O 2.600411 11.384020 -2.278839 0.0 0.0 0.1 -0.256
S 3.681947 11.741170 -3.376248 -0.2 0.4 -0.3 0.550
C 2.727595 12.635419 -4.564201 0.5 0.7 0.7 -0.107
O 4.646331 12.631144 -2.813054 0.1 0.1 0.1 -0.269
O 4.081744 10.495576 -3.921680 0.2 -0.8 -0.2 -0.269
H 1.073349 10.886215 -0.368601 -0.2 0.1 -0.1 0.067
H 0.867763 12.521336 0.314842 -0.2 0.0 -0.1 0.081
H 2.362724 11.651813 0.536287 0.0 -0.1 -0.1 0.087
H 1.325048 12.988847 -2.003821 -0.1 -0.1 0.0 0.103
H 2.901497 13.173003 -1.242634 0.1 -0.1 0.0 0.118
H 1.864543 12.076352 -4.905650 0.0 0.0 -0.1 0.058
H 3.403262 12.980204 -5.344325 0.0 -0.4 -0.2 0.085
H 2.473928 13.544465 -4.014259 -0.5 0.0 -0.2 0.072
C 0.660762 6.847511 0.150917 -0.5 0.1 -0.6 -0.079
C -0.803626 6.571029 0.532734 1.0 0.2 0.3 -0.254
N -1.693773 7.712429 0.444001 0.3 0.3 -0.6 -0.189
C -1.265264 8.857424 1.260449 -0.5 -1.0 0.5 -0.231
C -1.860581 10.164973 0.815921 0.1 0.7 0.5 -0.082
C -3.061319 7.332371 0.736109 -0.4 -0.5 -0.2 -0.264
C -3.653045 6.322175 -0.256290 0.0 0.9 0.0 -0.079
H 1.208388 7.532386 0.792240 0.0 -0.2 0.3 0.060
H 0.697161 7.281262 -0.852027 0.0 0.0 0.0 0.053
H 1.157292 5.879714 0.080871 0.2 0.1 0.2 0.076
H -1.105471 5.797970 -0.172485 -0.4 0.0 0.2 0.091
H -0.798826 6.149739 1.555877 -0.2 -0.1 -0.1 0.125
H -1.601027 8.650582 2.295192 0.1 0.2 0.0 0.125
H -0.181681 8.871801 1.332183 0.1 0.2 -0.3 0.094
H -1.614964 10.473588 -0.199676 0.0 -0.3 -0.1 0.058
H -2.940497 10.182238 0.959147 0.0 -0.1 -0.2 0.058
H -1.507135 10.970748 1.463729 0.1 -0.1 0.0 0.067
H -3.706576 8.209865 0.676972 0.2 0.1 0.1 0.091
H -3.162984 6.928249 1.761805 0.1 0.1 0.0 0.123
H -4.724734 6.270427 -0.059445 0.0 -0.4 0.1 0.078
H -3.183627 5.344062 -0.217391 -0.1 -0.1 0.0 0.059
H -3.566502 6.742668 -1.262523 0.2 -0.2 -0.1 0.064
C -3.567955 -1.206242 -5.072980 -0.1 0.0 -0.3 -0.084
C -3.985552 0.090081 -4.404509 -0.7 -0.3 0.5 -0.274
N -3.121292 0.443024 -3.282091 0.1 0.2 -0.5 -0.183
C -3.812342 1.272546 -2.301557 0.1 -0.3 0.2 -0.244
C -4.417589 2.577595 -2.804275 -0.2 0.1 0.1 -0.076
C -1.858482 1.003087 -3.754321 0.3 0.0 0.3 -0.258
C -0.744949 0.822332 -2.735654 -0.3 0.2 0.7 -0.078
H -3.373735 -1.965325 -4.317074 0.1 0.0 0.0 0.078
H -2.688053 -1.098605 -5.708168 0.0 0.0 0.1 0.064
H -4.380539 -1.571321 -5.705259 0.1 0.0 -0.1 0.072
H -4.149966 0.909197 -5.118062 0.4 0.0 -0.2 0.090
H -4.995189 -0.070658 -4.003226 0.1 -0.1 0.2 0.118
H -4.572612 0.632851 -1.843289 -0.2 0.1 -0.1 0.117
H -3.126009 1.496500 -1.481417 0.1 0.0 -0.1 0.102
H -5.164631 2.439232 -3.587599 0.1 -0.2 0.0 0.052
H -4.936003 3.070716 -1.978853 0.1 0.1 0.0 0.079
H -3.649103 3.247946 -3.193341 -0.1 0.1 0.1 0.051
H -1.958225 2.072222 -4.004866 0.0 -0.1 -0.1 0.093
H -1.563466 0.478975 -4.663444 -0.1 0.1 -0.1 0.104
H 0.160261 1.374739 -2.987752 0.0 -0.1 -0.2 0.069
H -0.525057 -0.229669 -2.554742 0.1 0.0 -0.3 0.076
H -1.068461 1.196174 -1.758381 0.1 0.1 -0.1 0.059
```
Forces are in eV/Å.

## Properties
Gap between HOMO and LUMO in eV: 8.61
E_LUMO in eV: 0.01
HOMO level in eV: -8.595
Structure (SMILES): CCOS(C)(=O)=O.CCOS(C)(=O)=O.CCOS(C)(=O)=O.CCOS(C)(=O)=O.CCOS(C)(=O)=O.CCOS(C)(=O)=O.CCOS(C)(=O)=O.CCOS(C)(=O)=O.CCN(CC)CC.CCN(CC)CC
Energy relative to the best compared isomer or geometry (same formula, charge and spin) in kJ/mol: 0.00